{"formula": "C18H34ClNO11S3", "method": "the ωB97M-V functional and the def2-TZVPD basis", "e_lumo_ha": -0.0353, "smiles": "CCCNC1=C(Cl)C(=O)C=CC1=O.CCOS(C)(=O)=O.CCOS(C)(=O)=O.CCOS(C)(=O)=O", "e_homo_ev": -8.85, "elements": ["C", "C", "C", "N", "C", "C", "Cl", "C", "O", "C", "C", "C", "O", "H", "H", "H", "H", "H", "H", "H", "H", "H", "H", "C", "C", "O", "S", "C", "O", "O", "H", "H", "H", "H", "H", "H", "H", "H", "C", "C", "O", "S", "C", "O", "O", "H", "H", "H", "H", "H", "H", "H", "H", "C", "C", "O", "S", "C", "O", "O", "H", "H", "H", "H", "H", "H", "H", "H"], "xyz": [[-0.6289, -1.9071, -0.0286], [-1.0218, -2.8009, -1.1986], [-0.2463, -2.5031, -2.4874], [-1.0990, -1.9879, -3.5910], [-0.8263, -0.6705, -3.9434], [-1.5328, 0.4161, -3.5897], [-2.9571, 0.3365, -2.6404], [-1.1288, 1.7702, -4.0524], [-1.9081, 2.6857, -4.1836], [0.3194, 1.9222, -4.3322], [1.0318, 0.8675, -4.7206], [0.3661, -0.4492, -4.8355], [0.7374, -1.2943, -5.6105], [0.4235, -2.0524, 0.2133], [-0.7793, -0.8475, -0.2431], [-1.2378, -2.1626, 0.8347], [-0.8087, -3.8307, -0.9057], [-2.0982, -2.7612, -1.3714], [0.5092, -1.7475, -2.2617], [0.2819, -3.3868, -2.8417], [-2.0784, -2.0669, -3.3493], [0.7338, 2.9138, -4.2126], [2.0839, 0.9416, -4.9573], [-2.7536, -7.5197, 3.4600], [-2.4484, -6.1608, 4.0551], [-1.0371, -5.8436, 4.0472], [-0.3836, -5.4338, 2.6594], [1.1299, -4.8065, 3.2957], [-1.1514, -4.3690, 2.0889], [-0.1220, -6.6071, 1.8852], [-2.5292, -7.5506, 2.3954], [-3.8116, -7.7455, 3.5944], [-2.1621, -8.2935, 3.9487], [-2.9933, -5.3648, 3.5458], [-2.7232, -6.1321, 5.1072], [0.9212, -3.9286, 3.9000], [1.7430, -4.5433, 2.4367], [1.6111, -5.5857, 3.8801], [3.1639, 4.4518, 1.2537], [3.2103, 4.9557, -0.1696], [4.0892, 4.1883, -1.0321], [3.5403, 2.7644, -1.4588], [4.6435, 2.4674, -2.7957], [2.2017, 2.9382, -1.9439], [3.7915, 1.8124, -0.4243], [2.7389, 3.4529, 1.3097], [2.5285, 5.1136, 1.8411], [4.1580, 4.4244, 1.7015], [2.2149, 4.9531, -0.6155], [3.5918, 5.9734, -0.2146], [4.4656, 3.2046, -3.5737], [4.4314, 1.4637, -3.1581], [5.6622, 2.5254, -2.4232], [-1.7061, 4.0311, 3.9132], [-2.7025, 3.5563, 2.8757], [-2.3316, 3.9207, 1.5269], [-1.1558, 3.1004, 0.8414], [-1.4030, 3.6604, -0.8059], [-1.4535, 1.7047, 0.9387], [0.1048, 3.5848, 1.3168], [-0.7469, 3.5275, 3.8068], [-2.0938, 3.8242, 4.9109], [-1.5340, 5.1029, 3.8164], [-2.8511, 2.4767, 2.9229], [-3.6688, 4.0326, 3.0259], [-2.3683, 3.3085, -1.1582], [-0.5975, 3.2336, -1.4016], [-1.3486, 4.7454, -0.8176]], "forces_ev_per_a": [[-0.3, 0.1, -0.2], [0.3, -0.3, 0.1], [0.1, 0.0, -0.3], [-0.4, 0.5, 0.1], [0.0, -0.2, 0.3], [0.0, 0.0, -0.3], [-0.2, -0.1, 0.1], [-0.2, -0.1, -0.1], [0.1, 0.1, 0.3], [0.3, -0.1, -0.1], [-0.1, 0.5, 0.2], [0.2, 0.0, 0.0], [0.2, -0.2, 0.1], [0.0, 0.0, 0.1], [0.0, 0.0, -0.1], [0.1, 0.0, 0.2], [-0.1, -0.1, 0.0], [-0.1, 0.1, -0.1], [0.1, 0.0, 0.0], [0.0, -0.1, 0.0], [0.0, -0.1, 0.1], [0.0, 0.0, -0.2], [0.0, -0.1, -0.2], [0.2, 0.0, -0.1], [-0.4, -0.1, 0.0], [0.1, -0.1, 0.0], [0.1, 0.0, 0.2], [0.0, 0.0, 0.0], [-0.1, 0.0, -0.1], [0.0, 0.0, -0.1], [0.0, 0.0, 0.0], [0.0, 0.0, 0.0], [0.0, 0.0, 0.0], [0.1, 0.0, 0.0], [0.1, 0.0, 0.0], [0.0, 0.0, 0.0], [0.0, 0.0, 0.0], [0.0, 0.0, 0.0], [0.2, -0.2, 0.1], [-0.4, 0.4, 0.2], [0.1, -0.2, 0.0], [0.2, 0.2, 0.1], [0.0, 0.0, -0.1], [-0.2, -0.2, -0.2], [0.0, -0.1, -0.1], [-0.1, 0.0, 0.0], [0.0, 0.0, 0.0], [0.0, 0.1, -0.1], [0.0, 0.0, 0.0], [0.2, -0.1, -0.1], [0.0, 0.0, 0.0], [0.0, 0.0, 0.0], [0.0, 0.0, 0.0], [0.1, 0.0, -0.1], [-0.1, -0.1, 0.3], [0.1, 0.1, -0.1], [-0.1, 0.1, -0.2], [0.0, 0.0, 0.0], [0.1, -0.1, 0.1], [0.1, 0.0, 0.1], [0.0, 0.0, 0.0], [-0.1, 0.0, 0.0], [0.0, 0.0, 0.0], [0.1, 0.0, -0.1], [0.0, 0.0, -0.1], [0.0, 0.0, 0.0], [0.1, 0.0, 0.0], [0.0, 0.0, 0.0]]}


{"formula": "C4H24N2O9", "method": "the ωB97M-V functional and the def2-TZVPD basis", "total_charge": 1, "e_lumo_ha": [-0.1154, -0.3168], "e_above_lowest_kj_mol": 0.00, "spin_multiplicity": 2, "e_homo_ev": [-13.51, -13.51], "elements": ["O", "C", "N", "C", "N", "C", "C", "O", "H", "H", "H", "H", "H", "H", "H", "H", "H", "H", "H", "H", "O", "H", "H", "O", "H", "H", "O", "H", "H", "O", "H", "H", "O", "H", "H", "O", "H", "H", "O"], "xyz": [[0.6251, -0.3041, -0.6816], [0.4121, 0.7054, -0.0494], [1.4516, 1.6673, 0.0235], [2.8269, 1.2769, 0.1200], [3.2284, 1.2180, 1.5137], [-0.8199, 0.8893, 0.7606], [-2.1440, 0.7550, -0.0304], [-3.0122, 0.0782, 0.8837], [1.2548, 2.5660, 0.4770], [3.4387, 1.9790, -0.4524], [3.0247, 0.2577, -0.2144], [2.9274, 1.9701, 2.1285], [3.2880, 0.3057, 1.9544], [-0.8444, 0.0724, 1.4904], [-0.8556, 1.7521, 1.4328], [-2.0466, 0.0728, -0.8754], [-2.5392, 1.7111, -0.3845], [-3.7738, 0.6415, 1.0321], [-0.2815, 3.2705, -0.9835], [-1.0914, 3.8296, 0.1788], [-0.2323, 3.8978, -0.2230], [0.5316, -2.2044, -2.2682], [1.6778, -2.1663, -3.1910], [0.7122, -2.1649, -3.2167], [0.4222, 1.5259, -2.2317], [-1.0293, 1.7594, -2.7405], [-0.3581, 2.0728, -2.1243], [0.8080, -3.2189, 0.9034], [1.5513, -2.0863, 1.4130], [1.5649, -3.0414, 1.4819], [-1.4961, -1.3038, -1.9065], [-1.4893, -2.2650, -3.0355], [-1.8083, -2.1578, -2.1289], [-0.8561, -1.8852, 2.6119], [0.2108, -1.6173, 3.6851], [-0.2208, -1.2221, 2.9201], [-2.2128, -3.0141, 1.1119], [-1.5289, -2.7426, -0.1588], [-1.3160, -2.8805, 0.7734]], "forces_ev_per_a": [[0.3, 0.2, -0.2], [-0.3, -0.9, 1.0], [0.6, -0.1, 1.8], [1.6, -0.4, -1.3], [-1.2, 0.5, 0.2], [-0.8, 0.4, 0.0], [0.2, -0.9, 0.9], [-0.3, 0.7, -0.4], [-0.6, 0.1, -0.5], [0.1, -0.1, 0.3], [-0.5, 0.2, -0.7], [0.3, 0.0, 0.1], [-0.1, 0.0, 0.1], [0.3, -0.2, -0.4], [0.3, 0.3, -0.5], [0.3, 0.3, -0.1], [0.0, -0.1, 0.1], [-0.3, -0.1, 0.1], [-0.1, 0.8, 0.3], [-0.6, 0.2, 0.3], [0.7, -0.5, -0.3], [-0.4, -0.1, -0.1], [0.0, -0.1, -0.6], [0.6, 0.2, 0.6], [0.0, -0.2, -0.5], [0.1, 0.0, -0.1], [-0.2, -0.1, -0.2], [-0.1, -0.6, 0.3], [0.1, 0.4, 0.4], [0.0, 0.1, -0.6], [0.5, 1.4, 0.4], [-0.1, -0.3, 0.0], [-0.5, -1.1, -0.3], [0.3, 0.0, -0.2], [-0.1, -0.1, 0.0], [0.0, 0.2, 0.3], [0.2, -0.2, 0.3], [0.3, 0.0, -0.5], [-0.7, 0.1, -0.1]]}


{"formula": "C28H24AsBr2IrN3O", "method": "the ωB97M-V functional and the def2-TZVPD basis", "total_charge": 1, "e_lumo_ha": [-0.1040, -0.2076], "e_above_lowest_kj_mol": 40.72, "spin_multiplicity": 5, "e_homo_ev": [-9.10, -10.69], "elements": ["Ir", "Br", "C", "C", "C", "C", "C", "C", "C", "C", "C", "C", "H", "H", "H", "H", "H", "H", "Br", "C", "C", "C", "C", "C", "C", "N", "N", "C", "C", "C", "C", "O", "C", "N", "C", "C", "C", "C", "H", "H", "H", "H", "H", "H", "H", "H", "H", "C", "As", "C", "C", "H", "H", "H", "H", "H", "H", "H", "H", "H"], "xyz": [[-0.1154, -0.2990, 0.1437], [0.9003, 1.6850, 1.9411], [0.1455, 0.7123, 3.4244], [0.3731, 1.1936, 4.6862], [-0.1714, 0.5263, 5.7895], [-0.9537, -0.5789, 5.5987], [-1.2082, -1.0804, 4.3063], [-2.0378, -2.2036, 4.1171], [-2.2439, -2.7253, 2.8699], [-1.6160, -2.1390, 1.7637], [-0.8180, -1.0221, 1.8912], [-0.6131, -0.4490, 3.1715], [0.9765, 2.0742, 4.8303], [0.0338, 0.8988, 6.7809], [-1.3844, -1.0971, 6.4417], [-2.5185, -2.6421, 4.9783], [-2.8755, -3.5873, 2.7267], [-1.7816, -2.5755, 0.7837], [3.7029, 4.8159, -6.9234], [1.9441, 4.1517, -6.6785], [1.2813, 4.4074, -5.4807], [0.0061, 3.9434, -5.2993], [-0.6496, 3.2154, -6.3223], [0.0416, 2.9713, -7.5286], [1.3262, 3.4226, -7.6921], [-1.8738, 2.7155, -6.1520], [-2.6034, 2.7406, -5.1270], [-2.4828, 2.1090, -3.9758], [-3.3578, 2.4482, -2.9192], [-3.1548, 2.0055, -1.6388], [-2.0453, 1.1987, -1.3115], [-1.7548, 0.8603, -0.0930], [-1.2053, 0.7624, -2.3723], [-0.1679, -0.0495, -2.0272], [0.5761, -0.5781, -2.9825], [0.3451, -0.3544, -4.3328], [-0.6625, 0.5240, -4.7023], [-1.4383, 1.1369, -3.7203], [1.7656, 4.9623, -4.6929], [-0.5106, 4.1282, -4.3707], [-0.4413, 2.4111, -8.3117], [1.8632, 3.2134, -8.6040], [-4.1705, 3.1232, -3.1344], [-3.8316, 2.2885, -0.8517], [1.3824, -1.2279, -2.6581], [0.9447, -0.8583, -5.0745], [-0.8612, 0.6987, -5.7485], [2.6265, -3.0191, -0.3983], [2.0704, -1.3742, 0.5072], [3.6417, -0.2611, 0.1388], [2.4693, -1.8874, 2.3495], [3.6282, -3.2861, -0.0529], [2.6583, -2.8948, -1.4817], [1.9460, -3.8380, -0.1593], [4.5131, -0.7233, 0.6121], [3.5150, 0.7432, 0.5449], [3.8231, -0.1897, -0.9350], [3.4743, -2.3106, 2.3964], [1.7495, -2.6265, 2.7018], [2.4274, -1.0265, 3.0152]], "forces_ev_per_a": [[-0.9, -0.5, 0.5], [-0.3, -0.4, 0.2], [0.1, 0.0, 0.0], [0.1, 0.0, -0.4], [-0.1, -0.2, 0.0], [0.0, 0.0, 0.1], [0.4, 0.5, -0.1], [-0.2, -0.3, -0.2], [0.0, 0.0, 0.1], [-0.2, -0.2, -0.1], [0.8, 0.7, -1.1], [-0.1, 0.0, 0.6], [0.1, 0.1, 0.0], [0.0, 0.0, 0.1], [-0.1, 0.0, 0.1], [0.0, -0.1, 0.1], [-0.1, -0.1, 0.0], [0.0, 0.1, 0.0], [-0.2, -0.1, 0.0], [0.1, 0.1, 0.1], [0.4, 0.1, -0.1], [-0.4, -0.3, -0.2], [1.1, 1.0, 0.4], [-0.3, 0.0, 0.3], [0.4, 0.2, 0.0], [-0.8, -1.6, -1.0], [-0.5, 1.4, 0.2], [0.3, -0.6, 0.3], [0.1, 0.0, -0.4], [0.6, -0.6, 0.4], [-0.6, 0.7, -1.7], [0.8, -0.5, 1.3], [-0.3, 0.3, -0.2], [0.2, 0.1, 0.4], [0.3, -0.3, 0.0], [-0.3, 0.2, -0.1], [0.3, -0.4, 0.1], [-0.1, 0.1, 0.4], [0.1, 0.1, 0.0], [-0.1, 0.1, 0.1], [-0.1, -0.1, -0.1], [0.0, 0.0, -0.1], [-0.1, 0.1, -0.1], [-0.1, 0.1, 0.2], [0.0, 0.1, -0.1], [0.1, 0.0, 0.0], [0.0, 0.1, 0.0], [-0.2, 0.0, -0.1], [1.0, -0.2, 0.3], [-0.1, 0.1, -0.1], [-0.2, 0.0, 0.0], [-0.1, 0.1, 0.0], [-0.1, 0.1, 0.1], [0.0, 0.1, 0.0], [-0.2, 0.0, -0.1], [-0.1, -0.1, 0.0], [-0.1, 0.0, 0.1], [-0.1, 0.0, -0.2], [0.0, 0.0, -0.1], [-0.1, 0.1, -0.1]]}


| no. | strongest force on any atom (eV/A) |
| --- | --- |
| 1 | 0.6 |
| 2 | 2.0 |
| 3 | 2.1 |